Record 1
A structure of composition C42H54MnN4O2S3Si3. Source: the Open Molecules 2025 dataset; level of theory: ωB97M-V/def2-TZVPD.

The geometry in XYZ format:
```
109
Properties=species:S:1:pos:R:3:forces:R:3
Mn -1.508 0.134 0.313 -0.13 0.05 0.07
C -2.601 3.565 0.331 -0.02 -0.05 -0.01
Si -3.198 1.903 -0.354 0.05 0.09 0.02
C -3.340 2.099 -2.230 0.01 -0.02 0.05
C -4.968 1.677 0.280 0.04 -0.02 -0.01
C -5.980 2.633 0.151 -0.01 0.03 0.00
C -7.254 2.386 0.637 0.00 0.04 -0.01
C -7.535 1.173 1.257 -0.01 -0.03 0.02
C -6.539 0.218 1.385 -0.02 -0.02 0.00
C -5.250 0.456 0.900 0.05 -0.03 0.00
Si -3.805 -0.762 1.015 0.01 -0.05 -0.06
C -4.324 -2.262 -0.051 0.02 0.04 0.05
C -3.811 -1.374 2.813 0.00 0.02 -0.06
H -3.304 4.359 0.061 -0.02 0.00 -0.01
H -1.621 3.833 -0.066 0.01 0.01 -0.02
H -2.526 3.530 1.418 0.00 0.00 0.02
H -4.120 2.831 -2.463 -0.01 0.02 0.00
H -3.600 1.153 -2.706 -0.02 -0.02 0.00
H -2.402 2.440 -2.669 0.04 0.01 -0.01
H -5.771 3.583 -0.330 0.00 0.02 -0.01
H -8.030 3.136 0.537 0.00 0.00 0.00
H -8.530 0.979 1.640 -0.01 0.00 0.00
H -6.770 -0.725 1.872 -0.01 -0.01 0.01
H -5.385 -2.485 0.095 -0.02 -0.01 0.01
H -3.763 -3.157 0.225 0.02 -0.03 -0.01
H -4.169 -2.063 -1.114 0.00 0.01 -0.02
H -4.773 -1.838 3.055 -0.02 0.00 0.00
H -3.662 -0.537 3.498 0.02 0.01 0.01
H -3.027 -2.111 2.983 0.01 -0.02 0.01
C -0.332 1.246 1.738 0.01 0.03 -0.11
Si 1.312 0.813 2.408 0.02 0.06 0.02
C 2.693 0.866 1.100 0.02 0.02 0.04
N 2.470 0.068 -0.091 -0.04 -0.08 0.02
C 3.353 0.386 -1.218 0.03 0.01 -0.05
C 4.516 -0.593 -1.339 0.00 0.01 0.01
C 3.974 -1.997 -1.655 0.00 0.00 0.00
C 2.579 -2.182 -1.033 0.02 0.00 0.01
C 2.457 -1.352 0.233 0.00 -0.04 -0.03
C 1.306 -0.845 3.312 -0.06 0.04 0.02
C 2.480 -1.482 3.725 0.05 0.03 0.03
C 2.447 -2.688 4.408 0.02 0.00 -0.02
C 1.226 -3.289 4.693 -0.01 0.00 0.00
C 0.050 -2.678 4.289 0.00 -0.03 0.03
C 0.094 -1.469 3.607 0.05 -0.01 -0.02
C 1.949 2.093 3.666 0.02 -0.04 -0.02
C 1.951 3.444 3.305 0.00 -0.01 -0.01
C 2.415 4.428 4.166 0.00 0.01 -0.01
C 2.887 4.080 5.425 0.01 0.01 0.01
C 2.889 2.748 5.809 0.00 0.00 0.01
C 2.427 1.770 4.937 -0.02 0.01 0.00
H -0.228 2.238 1.274 -0.02 -0.05 0.07
H -1.021 1.395 2.583 -0.01 -0.04 0.01
H 3.660 0.624 1.587 0.01 0.02 0.02
H 2.762 1.922 0.814 -0.01 0.00 -0.02
H 3.710 1.411 -1.099 0.00 -0.01 0.02
H 2.775 0.362 -2.152 0.03 -0.02 0.01
H 5.069 -0.604 -0.395 0.00 0.00 0.00
H 5.216 -0.261 -2.110 0.01 0.00 -0.01
H 4.659 -2.755 -1.266 0.00 0.00 -0.01
H 3.921 -2.144 -2.737 0.00 0.01 0.00
H 2.399 -3.237 -0.806 0.01 0.03 0.00
H 1.798 -1.857 -1.726 -0.01 -0.01 -0.01
H 3.291 -1.614 0.915 -0.02 -0.01 0.00
H 1.539 -1.585 0.775 0.03 0.01 -0.03
H 3.443 -1.027 3.507 -0.02 0.00 0.01
H 3.371 -3.163 4.715 0.01 0.00 0.00
H 1.196 -4.235 5.221 0.00 0.00 0.01
H -0.904 -3.151 4.483 0.00 0.01 -0.01
H -0.833 -1.015 3.275 -0.03 0.01 0.01
H 1.574 3.738 2.331 0.00 0.01 -0.02
H 2.404 5.466 3.857 0.00 0.01 0.00
H 3.247 4.845 6.102 0.00 0.00 0.00
H 3.249 2.469 6.792 0.00 0.00 0.01
H 2.429 0.736 5.260 0.00 -0.02 0.01
S 2.297 4.708 -2.350 0.02 0.02 0.00
C 1.539 3.247 -2.593 -0.02 -0.01 -0.01
S 0.680 2.402 -1.350 -0.03 -0.03 -0.14
C 0.246 1.133 -2.477 0.02 0.05 0.02
N 0.704 1.339 -3.670 -0.02 -0.10 0.02
N 1.446 2.502 -3.719 0.00 0.05 0.07
C 1.959 2.844 -5.001 0.03 0.02 -0.02
C 3.253 3.321 -5.148 0.00 0.00 0.01
C 3.723 3.626 -6.417 0.00 0.00 -0.01
C 2.913 3.450 -7.529 0.00 0.00 0.00
C 1.625 2.958 -7.371 0.01 0.00 -0.01
C 1.144 2.654 -6.108 -0.03 -0.01 -0.01
S -0.699 -0.238 -2.046 -0.08 0.04 -0.02
H 3.876 3.458 -4.278 0.00 0.00 0.01
H 4.731 4.001 -6.532 0.01 0.00 0.00
H 3.286 3.690 -8.516 0.00 0.00 -0.01
H 0.988 2.812 -8.233 0.00 0.00 -0.01
H 0.148 2.258 -5.965 0.01 0.01 -0.01
O -1.518 -3.655 1.828 -0.05 0.01 -0.12
C -1.175 -3.403 0.707 0.04 -0.07 -0.01
O -0.805 -2.175 0.304 0.09 -0.13 -0.02
C -1.083 -4.446 -0.403 -0.08 0.02 0.00
N -0.855 -3.817 -1.704 -0.03 -0.01 0.06
C 0.149 -4.581 -2.468 0.01 0.00 -0.01
C 0.408 -5.839 -1.636 0.00 0.01 0.00
C 0.127 -5.369 -0.211 0.01 0.01 0.02
H -2.014 -5.022 -0.362 0.03 0.00 0.01
H -0.538 -2.278 -0.653 -0.08 0.10 0.11
H -1.710 -3.664 -2.219 0.03 0.04 0.02
H 1.059 -3.987 -2.569 0.00 0.00 -0.02
H -0.213 -4.803 -3.472 0.00 -0.01 0.00
H 1.418 -6.227 -1.767 0.01 0.00 0.00
H -0.297 -6.628 -1.911 0.00 0.00 0.00
H 0.971 -4.796 0.180 -0.01 0.00 -0.01
H -0.086 -6.173 0.491 0.00 0.01 0.00
```
Positions in Å, forces in eV/Å.

Calculated values
HOMO energy (spin up / spin down), eV: -4.54 / -4.33
Energy above the lowest of the compared OMol25 structures with the same formula, charge and spin, kJ/mol: 30.3
Kohn-Sham gap (spin up / spin down), eV: 6.780 / 6.578
Strongest force on any atom, eV Å⁻¹: 0.16
Total charge: -1
Calculated total energy, eV: -141949.249
Spin multiplicity: 5
LUMO energy (spin up / spin down), eV: 2.236 / 2.243
Molar mass, g/mol: 882.317


Record 2
A cluster of 10 separate species, C42H54N6O12 in total at a distorted geometry. Source: the Open Molecules 2025 dataset; level of theory: ωB97M-V/def2-TZVPD.

The geometry in XYZ format:
```
114
Properties=species:S:1:pos:R:3:forces:R:3
C -3.441 -1.521 2.103 2.38 -0.01 -1.54
O -3.571 -0.517 1.080 -0.91 0.69 0.31
C -2.510 0.204 0.714 0.11 -1.37 -0.55
O -1.371 0.019 1.049 0.65 -0.06 0.81
O -2.876 1.044 -0.228 -0.17 0.83 -0.81
C -1.865 1.739 -1.017 0.16 1.58 2.10
H -2.826 -1.160 2.887 0.59 0.47 0.79
H -2.877 -2.350 1.641 -0.59 -0.02 0.29
H -4.370 -1.796 2.508 -1.38 -0.21 -0.08
H -2.366 2.092 -1.882 -0.30 -0.22 -0.93
H -0.948 1.226 -1.169 0.29 -1.35 -0.45
H -1.481 2.651 -0.494 -0.79 -0.58 0.08
C 0.273 -3.045 3.601 1.52 -1.45 -1.83
O 0.022 -3.093 5.027 -0.36 0.80 -0.48
C -0.564 -2.012 5.584 0.12 0.36 0.84
O -0.658 -1.809 6.774 0.35 -0.83 -0.51
O -1.027 -1.159 4.686 0.17 0.45 -1.37
C -1.732 -0.001 5.167 -0.55 -1.44 1.68
H 1.138 -2.335 3.331 -1.44 -0.81 0.62
H -0.603 -2.854 2.921 0.61 0.15 1.19
H 0.650 -4.107 3.292 -0.62 1.87 0.94
H -1.077 0.754 5.566 0.62 0.28 -0.17
H -2.277 -0.400 6.066 -0.19 0.86 -1.03
H -2.330 0.380 4.348 -0.15 -0.05 0.08
C 0.076 -3.225 -0.545 0.16 0.31 0.86
O -1.382 -3.115 -0.717 2.17 -1.05 1.07
C -1.693 -2.271 -1.650 -1.67 0.81 -0.13
O -0.926 -1.762 -2.418 -0.20 0.67 -0.85
O -3.019 -2.074 -1.539 0.83 -0.31 0.23
C -3.672 -1.313 -2.545 -1.46 1.06 1.90
H 0.652 -2.745 -1.357 -0.66 -0.43 0.36
H 0.319 -4.288 -0.470 -0.12 0.26 0.05
H 0.326 -2.682 0.400 -0.21 -0.58 -0.62
H -3.244 -1.576 -3.466 0.28 0.04 -1.47
H -3.585 -0.206 -2.301 -0.10 -1.41 -0.60
H -4.735 -1.659 -2.425 0.95 0.60 -0.54
C -0.864 3.080 2.758 0.93 -0.01 0.29
O -1.816 3.716 1.893 -0.57 -0.55 0.58
C -3.087 3.273 2.098 1.33 -0.74 -1.23
O -3.456 2.484 2.924 0.39 0.15 0.80
O -3.803 3.682 1.075 -0.48 1.04 0.22
C -5.117 3.095 1.024 0.27 -0.86 0.28
H -0.929 3.540 3.740 -0.03 -0.04 0.22
H 0.165 3.285 2.372 -1.03 -0.21 0.00
H -1.039 1.991 2.864 0.08 0.63 -0.33
H -5.419 2.754 2.050 0.03 0.59 -1.09
H -4.922 2.200 0.406 -0.90 0.37 0.09
H -5.770 3.852 0.578 0.07 -0.46 0.11
N -2.950 4.033 -4.364 -0.54 0.00 0.02
C -3.313 4.303 -3.112 -0.25 0.33 0.56
C -2.424 4.759 -2.146 -0.22 -0.99 -0.37
C -1.110 4.832 -2.575 0.72 -0.04 0.64
C -0.642 4.424 -3.803 -1.33 0.38 -1.16
C -1.666 4.097 -4.678 0.16 -0.44 -1.69
H -4.362 4.211 -2.815 0.16 -0.17 -0.51
H -2.729 4.816 -1.084 0.30 0.51 -0.84
H -0.407 5.202 -1.906 1.27 0.54 1.37
H 0.353 4.480 -4.249 -0.09 0.08 0.88
H -1.428 3.901 -5.756 -0.23 -0.02 1.05
N 3.679 -4.384 2.487 -0.60 -0.33 2.37
C 3.687 -4.570 1.211 -0.77 -0.82 -0.92
C 4.149 -3.639 0.338 0.87 1.64 -0.56
C 4.607 -2.426 0.851 0.44 -0.74 -0.51
C 4.638 -2.249 2.221 0.74 1.67 -0.61
C 4.146 -3.247 2.985 -0.30 -0.89 -1.19
H 3.207 -5.469 0.862 0.19 -0.46 -0.18
H 4.249 -3.823 -0.712 -0.32 -0.13 -0.44
H 5.030 -1.725 0.156 0.02 0.49 -0.04
H 5.071 -1.364 2.710 -0.37 -0.28 -0.44
H 4.094 -3.103 4.000 -0.06 -0.07 2.48
N 2.863 -4.716 -5.241 2.40 -0.78 -0.36
C 3.886 -4.044 -4.703 -1.05 0.55 0.75
C 3.694 -2.976 -3.806 0.21 -1.19 -1.44
C 2.398 -2.639 -3.536 -1.53 -0.31 -0.33
C 1.320 -3.324 -4.150 1.69 -0.37 0.60
C 1.625 -4.411 -4.959 -0.76 1.14 -0.82
H 4.894 -4.317 -4.960 0.17 -0.34 -0.32
H 4.550 -2.418 -3.490 0.21 0.24 0.49
H 2.175 -1.831 -2.877 -0.15 0.64 0.36
H 0.331 -3.039 -3.932 -1.03 0.35 0.14
H 0.911 -4.925 -5.621 -0.14 0.13 0.88
N 3.016 1.207 4.345 0.17 -1.89 0.00
C 2.652 2.418 4.576 0.61 3.34 -0.02
C 1.910 2.844 5.671 -0.66 -0.95 -0.17
C 1.516 1.868 6.554 -1.10 0.02 1.55
C 1.945 0.564 6.407 -0.39 -1.30 -0.91
C 2.628 0.267 5.237 0.64 0.89 -0.24
H 3.063 3.241 3.933 -0.49 -0.95 0.10
H 1.502 3.827 5.716 0.10 0.68 0.16
H 0.798 2.029 7.386 0.70 0.38 -0.58
H 1.569 -0.256 7.042 0.42 0.62 -0.20
H 2.976 -0.696 4.940 -0.11 -0.88 0.27
N 2.347 0.225 -1.382 -0.57 0.01 -0.40
C 1.642 0.262 -0.274 -0.71 -0.23 1.33
C 2.094 0.817 0.921 -0.15 0.42 0.11
C 3.324 1.475 0.949 -1.28 -1.27 -1.13
C 4.057 1.463 -0.226 0.80 0.78 1.58
C 3.498 0.842 -1.309 1.89 0.19 -1.05
H 0.655 -0.179 -0.280 -0.07 -0.19 -0.11
H 1.455 0.758 1.805 0.20 0.05 -0.24
H 3.646 1.901 1.843 0.70 0.64 1.30
H 5.080 1.903 -0.200 -0.97 -0.36 -0.54
H 4.118 0.835 -2.179 0.15 -0.17 -0.85
N -2.189 0.864 -4.391 0.60 0.22 -0.07
C -2.723 0.783 -5.578 -1.01 -0.36 -3.11
C -2.045 0.421 -6.805 1.01 1.10 2.82
C -0.663 0.310 -6.738 -0.29 0.22 1.09
C -0.060 0.402 -5.455 -1.02 -0.39 -0.96
C -0.856 0.647 -4.358 0.13 -0.16 0.67
H -3.791 1.054 -5.816 0.90 -0.32 1.22
H -2.629 0.445 -7.674 -0.45 -0.18 -1.25
H -0.010 0.226 -7.587 -0.08 -0.34 -0.40
H 0.980 0.164 -5.351 0.39 0.26 0.18
H -0.403 0.667 -3.367 -0.07 -0.01 -0.20
```
Positions in Å, forces in eV/Å.

Calculated values
HOMO energy, eV: -9.29
Energy above the lowest of the compared OMol25 structures with the same formula, charge and spin, kJ/mol: 18.6
Kohn-Sham gap, eV: 9.757
Strongest force on any atom, eV Å⁻¹: 3.39
Total charge: 0
Calculated total energy, eV: -77937.316
LUMO energy, eV: 0.469
Molar mass, g/mol: 834.924